1.
13
Properties=species:S:1:pos:R:3 method="wB97M-V/def2-TZVPD" multiplicity=1 homo_ev=-9.36 charge=0 orbital_gap_ha=0.36060
S 2.020 -0.946 0.221
S -1.528 -1.365 -0.543
O 0.270 0.442 -1.707
O 1.197 1.334 1.150
C -1.762 0.465 -0.129
C 0.638 0.014 0.797
C -0.424 0.027 -0.224
H 1.570 -2.166 0.597
H 1.675 1.723 0.307
H 0.498 -0.482 -2.055
H 0.297 -0.589 1.671
H -2.171 1.160 -0.929
H -2.280 0.384 0.843

***

2.
12
Properties=species:S:1:pos:R:3 method="wB97M-V/def2-TZVPD" multiplicity=1 homo_ev=-10.69 charge=0 orbital_gap_ha=0.43025
O 0.773 1.075 -0.240
O 0.549 -1.190 -0.363
O -1.369 0.080 -0.261
C -0.739 -1.055 0.254
C 1.326 -0.152 0.205
C -0.528 1.197 0.150
H 2.368 -0.114 -0.138
H -1.416 -1.797 -0.119
H 1.329 -0.218 1.307
H -0.915 2.145 -0.346
H -0.661 -1.020 1.330
H -0.682 1.344 1.225

***

3.
12
Properties=species:S:1:pos:R:3 method="wB97M-V/def2-TZVPD" multiplicity=1 homo_ev=-10.23 charge=0 orbital_gap_ha=0.39621
O 1.255 -1.045 -0.451
O -1.092 -1.396 0.088
O 1.302 1.197 0.217
C -1.419 1.210 -0.397
C -0.693 -0.110 0.517
C 0.743 -0.081 0.162
H -0.731 -0.090 1.557
H -2.470 1.086 -0.375
H -1.137 2.229 0.052
H 2.140 1.031 -0.109
H -1.147 1.108 -1.343
H -0.161 -1.533 -0.303

***

4.
12
Properties=species:S:1:pos:R:3 method="wB97M-V/def2-TZVPD" multiplicity=1 homo_ev=-10.49 charge=0 orbital_gap_ha=0.41072
O 0.636 -0.309 -1.387
O -1.674 0.810 -0.356
O 2.050 1.166 0.260
C 0.355 -0.472 -0.023
C -1.153 -0.369 0.198
C 1.154 0.538 0.776
H 1.421 0.267 -1.421
H 0.918 0.638 1.852
H -1.391 0.813 -1.283
H -1.626 -1.267 -0.229
H -1.376 -0.352 1.271
H 0.686 -1.462 0.342

***

5.
12
Properties=species:S:1:pos:R:3 method="wB97M-V/def2-TZVPD" multiplicity=1 homo_ev=-9.79 charge=0 orbital_gap_ha=0.39080
O 0.559 -1.334 1.930
O -1.603 -0.117 -1.214
O -0.254 0.741 0.793
C 0.673 -0.160 -0.198
C 0.343 1.207 -0.384
C -0.261 0.183 -1.294
H -0.203 -1.823 1.598
H -1.843 0.209 -0.327
H 1.559 -0.782 -0.054
H 0.224 -0.420 1.937
H 0.152 0.080 -2.291
H 0.914 2.112 -0.425

***

6.
12
Properties=species:S:1:pos:R:3 method="wB97M-V/def2-TZVPD" multiplicity=1 homo_ev=-9.09 charge=0 orbital_gap_ha=0.35179
O -1.725 0.550 -1.238
O 3.449 -1.785 2.548
O 5.320 -1.060 1.456
C -3.985 0.684 -1.899
C -2.686 1.216 -1.966
C 4.505 -0.916 2.320
H -4.125 0.162 -0.902
H -1.259 -0.243 -1.631
H -4.656 0.962 -2.658
H 4.568 -0.093 3.146
H 3.116 -1.552 3.482
H -2.522 2.075 -2.657

***

7.
12
Properties=species:S:1:pos:R:3 method="wB97M-V/def2-TZVPD" multiplicity=1 homo_ev=-8.59 charge=0 orbital_gap_ha=0.34221
O -0.055 0.687 -0.321
O 1.091 -0.939 0.654
O -2.514 0.704 -0.809
C -1.898 0.025 0.192
C 2.242 -0.387 -0.023
C -0.071 -0.313 0.427
H 3.064 -1.035 0.269
H 2.432 0.640 0.298
H -2.187 -1.006 0.087
H -1.991 0.442 1.185
H -2.211 1.620 -0.877
H 2.095 -0.419 -1.103

***

8.
12
Properties=species:S:1:pos:R:3 method="wB97M-V/def2-TZVPD" multiplicity=1 homo_ev=-10.51 charge=0 orbital_gap_ha=0.42018
O 1.176 -0.368 -1.325
O -1.364 1.060 0.115
O 1.192 1.737 -0.499
C -0.574 -1.056 0.957
C -1.559 -0.119 0.336
C 1.698 0.711 -1.168
H 0.282 1.507 -0.184
H 2.686 0.972 -1.574
H -0.213 -1.732 0.174
H 0.280 -0.511 1.365
H -2.539 -0.556 0.065
H -1.065 -1.644 1.738

***

9.
12
Properties=species:S:1:pos:R:3 method="wB97M-V/def2-TZVPD" multiplicity=1 homo_ev=-9.68 charge=0 orbital_gap_ha=0.35732
O -3.125 -0.097 -0.273
O -0.430 -1.715 -0.326
O -2.084 0.401 0.549
C 0.932 0.267 0.230
C 2.060 0.765 -0.271
C 0.576 -1.217 0.104
H 2.777 0.136 -0.779
H 1.452 -1.852 0.325
H 2.344 1.796 -0.133
H -3.637 0.645 -0.627
H -1.157 -0.043 0.379
H 0.292 0.912 0.821

***

10.
12
Properties=species:S:1:pos:R:3 method="wB97M-V/def2-TZVPD" multiplicity=1 homo_ev=-9.37 charge=0 orbital_gap_ha=0.37249
O 3.254 0.584 4.148
O -2.904 0.186 -3.403
O 2.727 0.704 1.968
C -1.807 -1.327 -1.908
C -2.307 -0.144 -2.194
C 2.980 1.250 2.989
H -2.283 0.013 -4.126
H 2.816 -0.287 4.287
H -2.568 0.632 -1.483
H -1.563 -2.143 -2.583
H -1.612 -1.747 -0.925
H 3.267 2.279 3.228

***

11.
12
Properties=species:S:1:pos:R:3 method="wB97M-V/def2-TZVPD" multiplicity=1 homo_ev=-9.96 charge=0 orbital_gap_ha=0.39188
O -0.868 0.814 1.893
O -0.746 0.305 -0.343
O 1.238 -0.317 -0.810
C -1.387 0.972 0.700
C 1.014 -1.623 -1.470
C 0.540 0.187 0.293
H 1.035 1.050 0.588
H 1.884 -1.493 -2.389
H 0.087 -1.575 -1.903
H 0.407 -0.541 1.000
H -2.438 1.437 0.391
H 1.030 -2.514 -0.744

***

12.
12
Properties=species:S:1:pos:R:3 method="wB97M-V/def2-TZVPD" multiplicity=1 homo_ev=-10.07 charge=0 orbital_gap_ha=0.39072
O -1.660 0.578 0.187
O -0.051 -1.309 1.381
O 0.085 -1.115 -1.266
C 0.362 -0.177 1.250
C 0.453 0.201 -1.016
C -0.283 0.737 0.283
H -0.083 1.796 0.443
H 0.083 0.820 -1.827
H 1.550 0.297 -0.969
H 1.331 0.134 1.666
H 0.056 -1.594 -0.414
H -1.843 -0.368 0.282

***

13.
13
Properties=species:S:1:pos:R:3 method="wB97M-V/def2-TZVPD" multiplicity=1 homo_ev=-3.14 charge=-1 orbital_gap_ha=0.25086
P 2.088 0.535 -0.020
O -0.638 0.348 -0.482
O 2.629 1.329 -1.128
O 2.216 0.972 1.374
C -2.863 0.922 -0.054
C -1.539 1.007 0.156
C 1.949 -1.281 -0.304
H -3.565 1.495 0.532
H 2.058 -1.809 0.639
H 0.943 -1.422 -0.700
H 2.692 -1.600 -1.033
H -1.194 1.692 0.954
H -3.268 0.274 -0.815

***

14.
13
Properties=species:S:1:pos:R:3 method="wB97M-V/def2-TZVPD" multiplicity=1 homo_ev=-9.53 charge=0 orbital_gap_ha=0.36793
S 1.022 -0.758 -0.257
O -1.091 1.204 0.070
O 2.215 -0.005 -0.561
O 0.898 -2.128 -0.702
C -0.972 0.156 -0.671
C 0.775 -0.745 1.601
C -0.943 1.425 -1.301
H -0.391 -0.826 1.501
H 1.043 0.138 2.227
H -1.784 1.824 -1.862
H -1.765 -0.561 -0.567
H 0.005 1.953 -1.606
H 0.987 -1.677 2.128

***

15.
13
Properties=species:S:1:pos:R:3 method="wB97M-V/def2-TZVPD" s_squared=0.759 multiplicity=2 homo_ev="-8.42 / -8.29" charge=0 orbital_gap_ha="0.32310 / 0.21570"
Tl 2.713 0.060 -0.197
O 1.999 1.844 0.125
O -1.250 -4.084 0.452
O 0.853 -0.619 -0.072
C -0.426 -2.731 0.206
C 0.086 0.506 -0.122
C 0.662 1.714 0.086
H 0.041 2.617 0.175
H -0.998 0.400 -0.261
H -1.148 -4.627 -0.334
H -0.644 -2.236 1.162
H 0.594 -3.111 0.038
H -0.902 -2.348 -0.710

***

16.
13
Properties=species:S:1:pos:R:3 method="wB97M-V/def2-TZVPD" multiplicity=1 homo_ev=-10.33 charge=0 orbital_gap_ha=0.39378
O -0.712 -1.657 -1.574
O 1.584 -1.711 -1.717
O 0.515 0.057 -2.325
O 0.442 -0.539 0.996
C 0.347 -1.086 -1.674
C -0.644 1.469 1.720
C -0.592 0.059 1.272
H 1.505 -2.557 -1.260
H -1.446 1.587 2.464
H 0.883 0.722 -1.651
H -1.507 -0.305 0.754
H 0.403 1.790 2.107
H -0.778 2.169 0.888

***

17.
13
Properties=species:S:1:pos:R:3 method="wB97M-V/def2-TZVPD" multiplicity=1 homo_ev=-9.20 charge=0 orbital_gap_ha=0.35822
O 1.414 -0.770 -0.811
O 1.685 1.479 -0.548
O 1.748 0.010 1.236
O -3.067 -0.299 -0.269
C -1.689 -0.485 -0.241
C 1.214 0.331 -0.031
C -0.839 0.338 0.330
H -3.628 -1.098 0.095
H -1.073 1.397 0.642
H -1.344 -1.447 -0.583
H 1.080 -1.577 -0.484
H 2.041 0.878 1.689
H 2.459 1.243 -1.025

***

18.
14
Properties=species:S:1:pos:R:3 method="wB97M-V/def2-TZVPD" multiplicity=1 homo_ev=-11.67 charge=+1 orbital_gap_ha=0.16579
Y 1.434 2.094 -0.500
O 1.765 -0.053 -0.432
O -3.285 0.377 0.635
O -1.471 -0.681 -0.034
O -1.563 1.573 -0.174
C 0.862 -1.174 -0.343
C -2.153 0.529 0.150
C -0.255 -0.878 0.646
H 2.685 -0.343 -0.409
H 0.455 -1.332 -1.348
H -0.400 -1.742 1.312
H 1.435 -2.060 -0.046
H 0.009 -0.002 1.256
H 0.481 3.692 -0.713

***

19.
15
Properties=species:S:1:pos:R:3 method="wB97M-V/def2-TZVPD" multiplicity=1 homo_ev="-3.15 / -3.55" charge=-1 orbital_gap_ha="0.24615 / 0.26070"
P 2.637 -0.165 0.225
O 1.704 -0.194 -1.159
O 2.950 1.260 0.535
O -0.086 1.665 0.896
O -0.402 -1.987 0.727
O 3.650 -1.134 -0.056
C -0.028 -0.787 1.205
C -0.309 0.376 0.351
C 0.400 0.274 -1.082
H -1.468 0.531 0.181
H -0.065 -2.323 -0.141
H 0.189 1.321 -1.576
H -0.260 -0.529 -1.749
H 0.869 1.558 1.048
H 0.092 -0.823 2.213

***

20.
11
Properties=species:S:1:pos:R:3 method="wB97M-V/def2-TZVPD" multiplicity=1 homo_ev=-8.97 charge=0 orbital_gap_ha=0.36272
S -1.659 0.017 0.504
O -2.757 -0.154 -0.507
C 0.009 0.273 -0.417
C -0.430 -1.116 -0.132
C 1.192 0.799 0.359
H 0.217 -1.485 0.669
H 1.786 1.474 -0.205
H 1.820 -0.052 0.704
H -0.253 0.702 -1.414
H 0.894 1.434 1.146
H -0.820 -1.892 -0.708